1.
{"formula": "C23H29AsN4RuSSi2", "method": "the ωB97M-V functional and the def2-TZVPD basis", "species": ["Ru", "C", "C", "C", "C", "C", "H", "H", "H", "H", "H", "S", "N", "C", "C", "C", "C", "C", "N", "C", "C", "N", "C", "C", "C", "C", "C", "N", "H", "H", "H", "H", "H", "H", "C", "Si", "C", "C", "As", "Si", "C", "C", "C", "H", "H", "H", "H", "H", "H", "H", "H", "H", "H", "H", "H", "H", "H", "H", "H", "H", "H"], "coordinates": [[0.855917, 0.925087, 0.623242], [2.557630, 2.166707, 1.742957], [2.319613, 0.985638, 2.429725], [0.958139, 0.979586, 2.823446], [0.385578, 2.226748, 2.440895], [1.364715, 2.953822, 1.784737], [3.501313, 2.465839, 1.314996], [3.033633, 0.206042, 2.626127], [0.467730, 0.215570, 3.405961], [-0.618653, 2.557498, 2.655856], [1.243479, 3.945421, 1.381092], [-6.608958, 2.423300, 0.723750], [-5.387718, 3.428856, 0.413393], [-4.297354, 2.680933, 0.348432], [-2.957075, 3.155979, 0.038188], [-2.646783, 4.470875, -0.302861], [-1.352036, 4.770501, -0.666235], [-0.404134, 3.751353, -0.678759], [-0.681285, 2.501015, -0.324346], [-1.933447, 2.212191, 0.035254], [-2.158679, 0.811316, 0.383134], [-1.055181, 0.021136, 0.461917], [-1.288900, -1.283226, 0.612766], [-2.556053, -1.845110, 0.733364], [-3.658281, -1.030773, 0.737890], [-3.452854, 0.334149, 0.559762], [-4.539541, 1.307743, 0.561296], [-5.812976, 1.022941, 0.783663], [-3.423293, 5.224894, -0.292200], [-1.064556, 5.771768, -0.954100], [0.610911, 3.946118, -1.001708], [-0.418687, -1.898742, 0.654230], [-2.642112, -2.917189, 0.845445], [-4.662246, -1.416313, 0.860753], [0.231870, -3.938931, -1.167122], [1.339636, -3.512248, 0.270059], [3.012923, -4.272058, 0.106323], [0.542199, -3.965220, 1.897063], [1.978861, -1.244006, 0.437739], [2.015940, -0.436757, -1.771730], [3.196024, -1.529636, -2.716106], [0.382054, -0.343422, -2.669897], [2.837271, 1.251542, -1.803478], [-0.313424, -4.866275, -0.968033], [0.815937, -4.089062, -2.077780], [-0.502950, -3.158696, -1.373517], [2.922547, -5.363058, 0.104035], [3.646942, -3.979555, 0.944239], [3.512235, -3.968021, -0.815622], [-0.091203, -4.850012, 1.788058], [-0.073325, -3.167232, 2.314238], [1.311536, -4.196767, 2.636606], [2.760268, -2.508977, -2.930735], [4.121145, -1.683352, -2.158950], [3.444066, -1.054470, -3.670323], [-0.284600, -1.163066, -2.393697], [0.566889, -0.407605, -3.745818], [-0.142850, 0.593787, -2.469683], [3.787560, 1.206719, -1.268945], [2.275498, 2.097914, -1.400083], [3.029076, 1.476771, -2.858931]], "forces_ev_per_a": [[-0.551, 0.906, 2.568], [0.249, 0.519, -0.685], [0.251, -0.562, -0.080], [-0.783, -0.528, -0.135], [-0.599, -0.100, 0.481], [0.383, 0.093, -0.514], [-0.031, 0.014, -0.035], [0.013, -0.022, -0.060], [0.039, -0.014, 0.022], [-0.012, -0.050, -0.006], [0.079, -0.017, -0.072], [-0.072, 0.021, -0.002], [-0.007, -0.133, 0.013], [0.216, 0.291, -0.087], [-0.258, 0.010, 0.013], [-0.055, 0.037, 0.011], [0.057, -0.016, -0.018], [-0.048, -0.072, -0.188], [0.580, 0.418, -0.437], [0.088, -0.403, 0.053], [0.226, 0.271, -0.150], [-0.628, -0.390, -0.089], [-0.257, 0.232, 0.134], [0.083, -0.074, 0.009], [-0.104, -0.045, 0.002], [-0.260, 0.143, 0.046], [0.154, -0.348, 0.031], [0.036, 0.127, -0.008], [0.002, -0.019, -0.010], [-0.016, -0.006, -0.009], [0.018, 0.006, 0.037], [0.112, -0.081, 0.028], [0.017, 0.007, 0.001], [0.019, 0.023, 0.013], [-0.169, -0.125, -0.162], [-0.300, 0.369, -0.053], [0.240, -0.254, -0.038], [-0.083, -0.174, 0.191], [1.117, 0.276, -0.444], [0.464, -0.266, -0.110], [-0.013, -0.216, -0.143], [-0.250, -0.039, -0.015], [-0.041, 0.218, -0.061], [0.033, 0.006, -0.044], [-0.013, 0.035, 0.009], [-0.021, -0.067, 0.007], [0.060, 0.030, -0.016], [0.009, -0.036, -0.002], [-0.029, -0.019, 0.008], [0.046, -0.002, 0.029], [-0.019, -0.028, 0.026], [-0.012, 0.012, -0.001], [0.042, 0.020, -0.009], [0.001, 0.021, -0.013], [-0.010, -0.053, 0.010], [0.022, 0.012, -0.069], [-0.051, 0.034, 0.010], [0.001, -0.004, -0.010], [0.039, 0.006, -0.067], [-0.082, -0.027, 0.028], [0.078, 0.035, 0.060]], "lowdin_charge": [0.89, -0.14, -0.24, -0.19, -0.18, -0.14, 0.12, 0.08, 0.12, 0.12, 0.11, 1.06, -0.20, -0.30, -0.07, 0.03, -0.01, -0.12, 0.05, -0.16, -0.12, 0.00, -0.15, 0.00, 0.03, -0.07, -0.30, -0.20, 0.13, 0.12, 0.12, -0.04, 0.12, 0.13, -0.20, 0.23, -0.23, -0.21, 0.81, 0.18, -0.23, -0.21, -0.24, 0.04, 0.03, 0.00, 0.05, 0.03, 0.02, 0.04, 0.01, 0.04, 0.02, 0.03, 0.04, 0.01, 0.04, 0.01, 0.03, -0.01, 0.04], "spin_multiplicity": 2, "total_charge": 1, "lumo_energy_ev": [-3.6025, -3.6323], "relative_energy_kcal_mol": 57.7, "max_force_ev_per_a": 2.8}

2.
{"formula": "C23H29Cl24F9NO5", "method": "the ωB97M-V functional and the def2-TZVPD basis", "species": ["C", "C", "O", "C", "C", "C", "N", "O", "C", "F", "C", "C", "C", "C", "C", "O", "O", "O", "C", "C", "F", "F", "F", "C", "F", "F", "C", "F", "F", "F", "H", "H", "H", "H", "H", "H", "H", "H", "H", "H", "H", "H", "H", "H", "H", "H", "H", "H", "H", "H", "H", "C", "Cl", "Cl", "Cl", "H", "C", "Cl", "Cl", "Cl", "H", "C", "Cl", "Cl", "Cl", "H", "C", "Cl", "Cl", "Cl", "H", "C", "Cl", "Cl", "Cl", "H", "C", "Cl", "Cl", "Cl", "H", "C", "Cl", "Cl", "Cl", "H", "C", "Cl", "Cl", "Cl", "H"], "coordinates": [[2.195806, 1.426135, 0.925640], [1.657040, 1.691284, -0.460723], [0.261227, 2.021375, -0.463048], [-0.056186, 3.379380, -0.242599], [-0.988168, 3.529452, 0.961236], [-2.173679, 2.558836, 0.823595], [-2.038826, 1.533354, 1.926319], [-0.788480, 0.919742, 1.838600], [-3.176086, 0.489655, 1.982858], [-2.625757, -0.731153, 1.894478], [-4.179358, 0.786790, 0.905721], [-5.418024, -0.095240, 1.049577], [-6.039043, -0.455343, -0.310997], [-5.547536, -1.802214, -0.895979], [-4.713110, -1.599229, -2.118291], [-4.992763, -1.949238, -3.244757], [-3.551578, -0.916975, -1.845472], [-4.552847, 2.133212, 1.146518], [-3.612785, 3.137921, 0.797209], [-3.843472, 4.202739, 1.901682], [-3.314001, 5.388315, 1.603369], [-5.128600, 4.368227, 2.158834], [-3.225322, 3.743055, 3.024294], [-4.068102, 3.581372, -0.646806], [-5.413065, 3.598889, -0.655608], [-3.649912, 2.602512, -1.493330], [-3.640214, 4.964938, -1.255189], [-3.686872, 4.870696, -2.578014], [-2.397609, 5.302706, -0.899410], [-4.471774, 5.912865, -0.846255], [1.981394, 2.248769, 1.606277], [3.269205, 1.275732, 0.888454], [1.720859, 0.540894, 1.331464], [1.733459, 0.786039, -1.054892], [2.227227, 2.479131, -0.949048], [-0.538571, 3.763109, -1.138239], [0.830367, 3.985922, -0.066108], [-0.412763, 3.295034, 1.853344], [-1.272142, 4.566769, 1.040036], [-1.991371, 2.014460, -0.096749], [-1.979770, 1.985070, 2.838269], [-0.677523, 0.616108, 0.918981], [-3.659900, 0.608800, 2.951678], [-3.776046, 0.604785, -0.087954], [-5.155096, -1.003952, 1.584673], [-6.137700, 0.445494, 1.659216], [-7.116392, -0.496349, -0.204751], [-5.810876, 0.336533, -1.021191], [-4.940482, -2.338911, -0.172636], [-6.367494, -2.449698, -1.179912], [-3.334513, -0.395585, -2.630242], [3.857506, -2.345620, 1.096556], [2.510603, -2.019957, 2.197455], [3.263031, -2.532823, -0.554142], [5.029229, -1.034309, 1.185996], [4.332536, -3.270801, 1.396389], [5.626287, -5.657418, 3.571933], [3.983889, -5.052263, 3.329336], [5.745722, -7.332310, 3.054965], [6.762498, -4.634538, 2.693016], [5.855962, -5.601009, 4.626893], [-2.610566, -2.855013, -5.291169], [-1.004239, -3.296086, -4.698490], [-2.495426, -1.849972, -6.734673], [-3.590936, -4.283691, -5.584004], [-3.108065, -2.282839, -4.521130], [8.760102, -3.762633, -0.990599], [10.343683, -3.116200, -0.570980], [8.618581, -5.452810, -0.514376], [7.474982, -2.793915, -0.258896], [8.646984, -3.705890, -2.064179], [2.742094, -7.800534, -0.025699], [2.502438, -6.048992, -0.025276], [4.252860, -8.221440, -0.826749], [2.695656, -8.455840, 1.611231], [1.929549, -8.241959, -0.585429], [-3.577389, -5.911851, -0.223379], [-5.297803, -5.963270, 0.164201], [-3.317407, -5.631335, -1.938504], [-2.756979, -4.680916, 0.747238], [-3.148375, -6.870564, 0.033290], [6.070678, 3.353022, 0.387150], [4.988735, 3.840970, 1.695963], [6.644679, 1.703204, 0.632080], [5.272293, 3.517306, -1.175289], [6.921399, 4.019808, 0.392160], [6.164925, 7.467144, -1.043215], [4.630236, 7.268384, -0.197303], [7.385058, 6.357352, -0.402644], [5.966573, 7.242884, -2.776115], [6.515614, 8.474521, -0.867771]], "forces_ev_per_a": [[-0.424, 0.183, -0.015], [0.244, -0.080, 0.042], [-0.129, -0.132, -0.028], [0.019, 0.060, 0.129], [0.350, -0.046, -0.302], [0.309, 0.859, 0.132], [0.151, -0.564, -0.245], [-0.174, -0.131, 0.433], [-0.215, -0.150, 0.304], [0.017, 0.024, -0.189], [-0.144, -0.687, -0.022], [-0.046, 0.139, -0.299], [0.196, -0.253, 0.171], [0.068, 0.011, -0.031], [-0.041, -0.394, -1.288], [0.316, 0.556, 1.188], [-0.451, 0.409, 0.202], [0.156, 0.289, -0.039], [-0.366, -0.465, 0.006], [-0.012, 0.059, -0.208], [-0.032, -0.165, 0.131], [0.251, -0.024, 0.041], [-0.197, 0.158, 0.029], [-0.144, 0.383, 0.093], [0.269, -0.135, -0.092], [-0.035, 0.139, 0.047], [-0.130, -0.143, -0.045], [-0.046, 0.086, 0.104], [0.100, -0.086, -0.063], [0.116, -0.078, -0.029], [0.111, 0.192, 0.020], [0.130, -0.077, 0.037], [0.109, -0.241, 0.164], [0.066, -0.043, -0.198], [-0.032, 0.114, -0.165], [-0.080, 0.083, -0.149], [0.182, -0.034, -0.002], [-0.053, -0.080, 0.157], [-0.274, 0.175, 0.042], [-0.298, -0.366, -0.011], [-0.149, 0.293, -0.039], [0.124, 0.217, -0.203], [0.144, 0.039, 0.181], [0.280, 0.213, -0.090], [0.022, -0.134, 0.107], [-0.028, 0.092, 0.132], [-0.145, 0.017, -0.034], [-0.207, 0.219, -0.061], [0.115, -0.140, 0.191], [-0.148, -0.043, -0.002], [0.294, -0.323, -0.249], [-0.082, 0.183, -0.111], [-0.022, -0.180, 0.076], [0.001, -0.022, -0.029], [-0.036, -0.113, 0.055], [0.021, -0.014, 0.043], [0.027, 0.012, -0.163], [-0.152, -0.034, 0.162], [0.107, 0.002, 0.040], [0.044, -0.005, 0.025], [-0.002, -0.001, 0.028], [-0.019, 0.008, 0.032], [0.004, 0.004, 0.023], [0.010, 0.006, 0.001], [0.004, -0.080, -0.028], [-0.041, 0.000, -0.008], [0.028, -0.046, 0.029], [-0.004, 0.005, -0.001], [-0.011, 0.002, -0.006], [0.015, 0.029, -0.042], [-0.007, 0.008, -0.029], [0.069, -0.022, 0.034], [-0.016, 0.007, 0.011], [0.006, 0.012, 0.000], [-0.101, 0.032, -0.051], [-0.015, -0.015, -0.021], [-0.035, -0.005, -0.017], [0.015, 0.027, -0.015], [-0.019, 0.064, -0.046], [0.017, 0.062, 0.022], [0.008, -0.022, 0.021], [-0.079, -0.140, 0.038], [0.020, 0.026, 0.008], [0.097, 0.153, -0.040], [-0.044, -0.018, -0.036], [-0.029, -0.081, 0.036], [-0.047, -0.074, -0.048], [0.000, 0.003, 0.021], [0.111, 0.218, -0.013], [-0.002, -0.005, 0.004], [0.020, 0.023, 0.011]], "lowdin_charge": [-0.08, -0.22, -0.17, -0.18, -0.07, -0.10, 0.02, 0.08, -0.18, 0.11, -0.25, -0.08, -0.13, -0.08, -0.49, 0.11, 0.07, 0.01, -0.16, -0.53, 0.19, 0.22, 0.16, -0.31, 0.17, 0.14, -0.54, 0.20, 0.17, 0.20, 0.08, 0.04, 0.02, 0.12, 0.10, 0.13, 0.14, 0.13, 0.11, 0.16, 0.19, 0.14, 0.19, 0.14, 0.13, 0.14, 0.12, 0.12, 0.11, 0.13, 0.13, -1.54, 0.53, 0.52, 0.50, -0.06, -1.52, 0.53, 0.54, 0.53, 0.02, -1.57, 0.52, 0.54, 0.54, -0.04, -1.55, 0.54, 0.53, 0.49, 0.01, -1.55, 0.50, 0.53, 0.51, 0.01, -1.56, 0.53, 0.53, 0.51, 0.01, -1.56, 0.53, 0.53, 0.53, -0.06, -1.53, 0.52, 0.56, 0.54, 0.01], "total_charge": 1, "lumo_energy_ev": -2.5265, "max_force_ev_per_a": 1.3}

Q: Which formula does entry 1 have?
A: C23H29AsN4RuSSi2